Density functional theory data (wB97M-V/def2-TZVPD) for the molecule C3H2F3N3O3S.

CARTESIAN COORDINATES (ANGSTROEM)
1 C -0.07294 -0.91647 -0.24131
2 C 0.58345 -0.06588 0.62437
3 C -1.33068 -0.88927 4.21511
4 N -1.25391 -1.26866 0.15862
5 N -1.47748 -0.56052 1.26112
6 N -0.40170 0.21802 1.51057
7 O -3.21200 0.64144 2.89767
8 O -3.14219 -1.78763 2.61380
9 O -0.50427 0.72756 2.63281
10 F -1.74656 -1.79025 5.03042
11 F -1.06502 0.21310 4.95201
12 F -0.09979 -1.35116 3.80573
13 S -2.46662 -0.54192 2.68894
14 H 0.40731 -1.43065 -1.11582
15 H 1.57986 0.21204 0.39317

Its gap between HOMO and LUMO (spin up / spin down) is 0.34056 / 0.34060 hartree. The LUMO energy (spin up / spin down) is -0.7 / -0.7 eV. The HOMO energy (spin up / spin down) comes out at -9.962 / -9.963 eV. The total charge is 0.

---

Density functional theory data (wB97M-V/def2-TZVPD) for a 2-piece molecular cluster, C2HIN2O2 overall.

CARTESIAN COORDINATES (ANGSTROEM)
1 C 0.46452 -0.74817 -0.17828
2 C 0.54638 1.63652 -0.27474
3 N -0.55708 -0.99050 0.40961
4 N -1.67692 -0.95277 0.81285
5 O 0.33833 1.82094 -1.37891
6 O 0.81593 1.66470 0.82675
7 I 2.44095 -1.29449 -0.30032
8 H -2.37211 -1.13623 0.08306

As for the energy above the lowest of the compared OMol25 structures with the same formula, charge and spin: 62.3 kJ/mol. Its gap between HOMO and LUMO is 0.29689 hartree. The LUMO energy is -0.7 eV. The HOMO energy comes out at -8.826 eV. The total charge is 0.

---

Density functional theory data (wB97M-V/def2-TZVPD) for a 2-piece molecular cluster, C5H9N3 overall.

CARTESIAN COORDINATES (ANGSTROEM)
1 C -2.68987 1.03760 0.60217
2 C -2.07269 0.83898 -0.56210
3 C 1.11875 -0.53802 -0.49504
4 C 1.14219 -1.58960 0.61780
5 C 1.83098 0.79734 -0.33019
6 N -0.00017 -1.12469 -2.49861
7 N 0.45595 -0.76854 -1.53474
8 N -3.14683 1.29750 1.65450
9 H -2.02192 -0.09993 -1.06562
10 H -1.30868 1.57032 -0.91673
11 H 1.08974 -2.58399 0.22015
12 H 0.46392 -1.20531 1.43222
13 H 2.11578 -1.62298 1.23928
14 H 2.80802 0.50177 0.11051
15 H 1.10249 1.32284 0.31007
16 H 2.03476 1.19039 -1.32333
17 H -2.92244 0.97630 2.53968

As for the energy above the lowest of the compared OMol25 structures with the same formula, charge and spin: 437.9 kJ/mol. Its gap between HOMO and LUMO is 0.31140 hartree. The LUMO energy is 0.7 eV. The HOMO energy comes out at -7.739 eV. The total charge is 0.

---

Density functional theory data (wB97M-V/def2-TZVPD) for C21H68KO25S as an isolated structure.

CARTESIAN COORDINATES (ANGSTROEM)
1 K -0.60525 -1.31403 0.05614
2 S 0.60501 1.57789 -0.75424
3 O -0.26354 1.14512 0.36909
4 O 1.17478 0.39615 -1.45663
5 O -0.18349 2.30461 -1.77658
6 O 1.63967 2.48917 -0.18728
7 C -4.26434 -2.90159 -0.89681
8 O -3.09480 -2.02626 -0.60262
9 H -3.98379 -3.83002 -1.46077
10 H -4.62886 -3.31472 0.06182
11 H -5.08166 -2.34842 -1.40910
12 H -3.31171 -1.17388 -1.07531
13 C 1.85563 5.37022 -2.34080
14 O 1.91822 5.33824 -0.88004
15 H 2.35641 6.27432 -2.59313
16 H 2.40527 4.51823 -2.79058
17 H 0.84849 5.43619 -2.71422
18 H 1.97652 4.37646 -0.56619
19 C -3.50144 1.35700 -0.24405
20 O -3.30718 0.45057 -1.29828
21 H -3.29938 0.93707 0.76757
22 H -2.77264 2.15735 -0.36228
23 H -4.55514 1.77001 -0.23893
24 H -3.04894 0.92778 -2.15833
25 C 4.63421 1.20423 -1.25670
26 O 3.65746 0.56909 -2.06189
27 H 5.45571 1.47034 -1.92545
28 H 4.20917 2.14616 -0.81889
29 H 4.91794 0.49548 -0.49230
30 H 2.75289 0.58406 -1.71408
31 C 1.00245 -0.83664 -5.05062
32 O -0.20016 -1.11175 -4.20822
33 H 1.57595 -0.03948 -4.50868
34 H 1.60747 -1.76245 -5.11582
35 H 0.64757 -0.36136 -6.01208
36 H -0.27773 -0.38976 -3.54224
37 C 2.80675 -1.86931 0.96864
38 C 2.62789 -3.34228 0.68124
39 O 2.59304 -4.10274 1.87868
40 O 1.49248 -1.42178 1.41494
41 H 3.10770 -1.33284 0.10376
42 H 3.55450 -1.70411 1.86653
43 H 3.42383 -3.70970 0.07379
44 H 1.84948 -3.43450 -0.10639
45 H 2.12317 -3.54048 2.52889
46 H 1.54297 -0.47666 1.74975
47 C -0.90631 5.16025 0.74689
48 C -2.07284 5.04636 1.68838
49 O -1.66623 4.40487 2.87664
50 O -0.15006 6.25011 1.38806
51 H -1.19188 5.57073 -0.21252
52 H -0.32299 4.24906 0.55825
53 H -2.76507 4.34289 1.21177
54 H -2.48417 6.00982 1.95362
55 H -1.08933 5.12965 3.16769
56 H 0.45401 6.60382 0.74133
57 C -3.74880 -0.59804 5.23467
58 C -2.43450 0.21428 5.33430
59 O -1.31376 -0.33281 4.59029
60 O -3.91352 -1.68974 6.19530
61 H -3.88916 -1.09862 4.25455
62 H -4.60376 0.02336 5.29529
63 H -2.24080 0.24967 6.39240
64 H -2.57485 1.21269 4.99836
65 H -0.74693 0.36845 4.24122
66 H -3.18780 -2.29178 5.92874
67 C 1.26596 2.26412 3.22014
68 C 2.64527 1.61399 3.00712
69 O 2.84018 1.02719 1.72523
70 O 0.25009 1.27892 3.20780
71 H 1.09871 3.11940 2.51830
72 H 1.21357 2.71251 4.26867
73 H 2.69114 0.80827 3.74249
74 H 3.44952 2.30831 3.15584
75 H 2.69864 1.63537 0.98741
76 H -0.04664 1.09552 2.30044
77 C 3.51947 -3.76991 -3.77341
78 C 3.78137 -2.38348 -3.13918
79 O 4.66200 -1.57173 -3.92113
80 O 2.98291 -4.72826 -2.89271
81 H 4.43837 -4.23562 -4.12816
82 H 2.84025 -3.70732 -4.62944
83 H 4.27527 -2.58768 -2.16084
84 H 2.85077 -1.88172 -3.00416
85 H 4.62178 -0.64679 -3.59265
86 H 2.24820 -4.32008 -2.41509
87 C -2.77459 2.65510 -4.02749
88 C -1.93875 3.90645 -3.89443
89 O -1.92181 4.53145 -2.61733
90 O -2.29789 1.57864 -3.22299
91 H -2.72899 2.35371 -5.05917
92 H -3.79717 2.90622 -3.71213
93 H -2.27694 4.71694 -4.52657
94 H -0.94069 3.79292 -4.25412
95 H -1.30536 4.05157 -2.10292
96 H -1.40740 1.74202 -2.75783
97 C -0.83492 -4.08030 -1.93197
98 C -0.75434 -4.50389 -0.49461
99 O -0.07169 -5.74328 -0.37966
100 O 0.32787 -3.28871 -2.32600
101 H -1.79646 -3.58947 -2.23178
102 H -0.73192 -4.98352 -2.57028
103 H -1.75577 -4.61802 -0.10990
104 H -0.33773 -3.62795 0.02898
105 H 0.75112 -5.59187 0.17330
106 H 0.00368 -2.55136 -2.88566
107 C -1.40100 -4.07057 4.25711
108 C -0.68145 -3.43575 3.15276
109 O -1.37654 -2.34467 2.61868
110 O -1.49267 -3.16895 5.37174
111 H -0.92459 -4.94607 4.64591
112 H -2.36416 -4.31570 3.84204
113 H -0.57683 -4.16186 2.35087
114 H 0.31643 -3.11460 3.47606
115 H -1.33336 -1.57624 3.15574
116 H -1.03676 -2.32925 5.06845

As for the energy above the lowest of the compared OMol25 structures with the same formula, charge and spin: 0.0 kJ/mol. Its gap between HOMO and LUMO is 0.34087 hartree. The LUMO energy is 2.0 eV. The HOMO energy comes out at -7.274 eV. The total charge is -1.

---

Density functional theory data (wB97M-V/def2-TZVPD) for a 2-piece molecular cluster, C2H5O2 overall.

CARTESIAN COORDINATES (ANGSTROEM)
1 O 3.01766 0.92916 -0.37048
2 H 2.48516 1.72535 -0.20832
3 C 0.07192 -0.52540 -0.07410
4 C -1.24547 -0.68665 0.01663
5 O -2.18566 0.21956 0.43276
6 H 0.60771 -1.39937 -0.40597
7 H 0.63721 0.35363 0.20555
8 H -1.70261 -1.59391 -0.34064
9 H -1.68592 0.97765 0.74457

As for the energy above the lowest of the compared OMol25 structures with the same formula, charge and spin: 258.3 kJ/mol. Its gap between HOMO and LUMO is 0.21157 hartree. The LUMO energy is 3.6 eV. The HOMO energy comes out at -2.142 eV. The total charge is -1.

---

Density functional theory data (wB97M-V/def2-TZVPD) for a 2-piece molecular cluster, C2H4NP overall.

CARTESIAN COORDINATES (ANGSTROEM)
1 C -1.45836 0.16971 -0.39078
2 C 1.77929 -0.56255 0.59919
3 N -0.70547 0.97303 0.15936
4 P 2.11180 0.37387 -0.55602
5 H -1.67076 -0.20413 -1.44163
6 H 1.58366 -1.32589 1.29871
7 H -1.95000 -0.37634 0.34588
8 H 0.30985 0.95228 -0.01470

As for the energy above the lowest of the compared OMol25 structures with the same formula, charge and spin: 352.6 kJ/mol. Its gap between HOMO and LUMO is 0.32756 hartree. The LUMO energy is 0.3 eV. The HOMO energy comes out at -8.595 eV. The total charge is 0.

---

Density functional theory data (wB97M-V/def2-TZVPD) for a 2-piece molecular cluster, C2H4O2 overall.

CARTESIAN COORDINATES (ANGSTROEM)
1 O -0.45021 -1.48430 0.46415
2 C 0.31247 -2.09254 -0.23461
3 H 0.99260 -2.81900 0.24423
4 H 0.34917 -1.94706 -1.32274
5 O -0.30185 2.38267 -0.94572
6 C -0.30147 2.08986 0.21960
7 H -0.24716 2.83153 1.04449
8 H -0.35355 1.03885 0.53059

As for the energy above the lowest of the compared OMol25 structures with the same formula, charge and spin: 228.6 kJ/mol. Its gap between HOMO and LUMO is 0.39246 hartree. The LUMO energy is 0.7 eV. The HOMO energy comes out at -9.985 eV. The total charge is 0.

---

Density functional theory data (wB97M-V/def2-TZVPD) for C41H37F7IN2O6P3STaTe as an isolated structure.

CARTESIAN COORDINATES (ANGSTROEM)
1 Ta 0.19526 0.23132 -0.29964
2 I -1.25357 -3.33032 1.89664
3 C 0.36753 -4.61285 1.60994
4 C 0.13105 -5.89599 2.03185
5 C 0.99060 -6.95479 1.69797
6 C 2.02530 -6.71056 0.85196
7 C 2.30227 -5.39729 0.40058
8 C 3.34468 -5.23765 -0.54448
9 C 3.67524 -4.00898 -1.02111
10 C 3.06026 -2.88755 -0.44637
11 C 2.05590 -2.97168 0.50072
12 P 1.80970 -1.28610 1.19166
13 C 1.22422 -1.15565 2.87708
14 C 0.62883 0.20816 3.09733
15 C 0.23915 0.49487 4.58138
16 C 0.25193 -0.70730 5.49943
17 C 0.77541 -1.87662 5.15419
18 C 1.31187 -2.09568 3.81381
19 C 3.51480 -0.66515 1.37704
20 C 4.41210 -1.49507 2.05934
21 C 5.69826 -1.06246 2.31393
22 C 6.10415 0.20199 1.89500
23 C 5.21803 1.02641 1.22606
24 C 3.92017 0.59746 0.96529
25 C 1.53953 -4.27544 0.86005
26 H -0.76490 -6.10796 2.59919
27 H 0.78493 -7.95164 2.06227
28 H 2.66091 -7.51455 0.50365
29 H 3.86743 -6.12434 -0.88140
30 H 4.45135 -3.87703 -1.76215
31 H 3.45058 -1.91869 -0.72987
32 H 1.35942 0.96469 2.80302
33 H 0.97733 1.20150 4.97573
34 H -0.15472 -0.54583 6.48941
35 H 0.80161 -2.69213 5.86361
36 H 1.73004 -3.06798 3.57853
37 H 4.10845 -2.48251 2.38713
38 H 6.38771 -1.70861 2.84051
39 H 7.11322 0.53746 2.09339
40 H 5.52666 2.00968 0.89764
41 H 3.25161 1.26001 0.43934
42 C -1.96606 7.59396 0.54815
43 C -1.69516 7.06748 -0.85355
44 C -2.71923 7.49231 -1.89213
45 C -4.08961 6.91981 -1.56466
46 C -4.00769 5.43120 -1.36129
47 C -5.11637 4.63411 -1.51201
48 C -5.03160 3.25254 -1.32695
49 F -6.14277 2.53040 -1.46054
50 C -3.85745 2.62748 -1.02630
51 C -2.70107 3.41250 -0.88679
52 C -1.43882 2.78636 -0.60281
53 O -1.41444 1.47829 -0.61232
54 C -0.34259 3.61827 -0.35971
55 C -0.50550 4.99335 -0.47837
56 N -1.63955 5.57058 -0.81358
57 C -2.78343 4.81027 -1.02285
58 C 1.00952 3.16774 0.06478
59 O 1.90249 3.89047 0.38247
60 O 1.11543 1.82587 0.09747
61 H -2.02242 8.68173 0.52275
62 H -1.16551 7.31399 1.23301
63 H -2.90395 7.20988 0.94983
64 H -0.70334 7.37748 -1.18145
65 H -2.39672 7.15091 -2.87851
66 H -2.74971 8.58058 -1.92177
67 H -4.79478 7.13340 -2.36723
68 H -4.49706 7.38683 -0.66481
69 H -6.07398 5.06743 -1.77256
70 H -3.82559 1.56059 -0.86352
71 H 0.34311 5.64046 -0.29270
72 F 1.50629 -0.65730 -1.76010
73 P 1.90475 0.55516 -3.10064
74 F 2.07138 1.71840 -4.11044
75 F 3.09519 -0.35926 -3.51829
76 F 0.52601 1.28165 -2.36772
77 F 2.76750 1.26336 -1.97730
78 F 0.88959 -0.25619 -3.98606
79 C -4.50722 -4.31297 -1.01774
80 C -4.03074 -3.19928 -1.90823
81 O -2.64066 -2.89778 -1.52455
82 P -1.66747 -1.86591 -2.14257
83 O -0.90960 -1.24375 -0.92511
84 Te -2.70954 -0.08461 -3.38145
85 O -0.65338 -2.58098 -3.05980
86 C 0.07246 -3.81848 -2.67827
87 C 0.80031 -4.30434 -3.89866
88 H -5.54947 -4.53011 -1.25113
89 H -4.43918 -4.02416 0.02998
90 H -3.92382 -5.21865 -1.17630
91 H -4.60583 -2.28454 -1.77488
92 H -4.03228 -3.48181 -2.96057
93 H -0.66544 -4.52919 -2.30841
94 H 0.75198 -3.53998 -1.87313
95 H 0.10588 -4.58706 -4.68810
96 H 1.38969 -5.18123 -3.62788
97 H 1.47616 -3.53733 -4.27487
98 S -0.79175 0.43785 1.93228
99 C -1.05245 1.18782 4.69856
100 N -2.05881 1.72928 4.79969

The spin multiplicity is 2. As for the energy above the lowest of the compared OMol25 structures with the same formula, charge and spin: 107.6 kJ/mol. Its gap between HOMO and LUMO (spin up / spin down) is 0.23463 / 0.17345 hartree. The LUMO energy (spin up / spin down) is -6.2 / -7.9 eV. The HOMO energy (spin up / spin down) comes out at -12.619 / -12.619 eV. The total charge is +2.

---

| no. | maximum force (eV/Å) |
| --- | --- |
| 1 | 3.9 |
| 2 | 4.6 |
| 3 | 4.3 |
| 4 | 2.8 |
| 5 | 1.0 |
| 6 | 3.0 |
| 7 | 0.6 |
| 8 | 1.2 |